1.
# C21H40AsF6O6S

A structure of composition C21H40AsF6O6S (ωB97M-V/def2-TZVPD, the Open Molecules 2025 dataset).

* energy: -4508.44320 Eh
* highest occupied orbital energy: -6.63 eV
* Kohn-Sham gap: 7.78 eV

Structure (ORCA input):
```
! RIJCOSX wB97M-V def2-TZVPD def2/J DEFGRID3
* xyz -1 1
C 0.03499 2.11287 2.74163
C -1.43142 1.77841 2.78480
C -2.30316 2.13174 1.41298
C -2.06829 0.88435 0.35166
C -1.59164 1.40861 -1.16363
C 0.07551 1.47826 -1.14581
C 0.78153 0.13111 -1.78232
C 2.32341 0.07868 -1.14499
C 3.49742 -0.04299 -2.28600
C 4.92171 -0.59703 -1.60795
C 5.20134 0.11412 -0.12887
C 6.72004 -0.23863 0.44426
C 6.57323 -0.85595 1.98475
C 6.46900 -2.49304 2.02765
C 4.96213 -3.07662 2.33867
O 4.02352 -2.89181 1.21678
C 3.89156 -4.10711 0.39728
O -3.13712 -0.11259 0.32372
C -4.43778 0.40670 -0.08069
O -4.74049 1.59557 -0.59630
C -5.72248 -0.65658 0.06154
C -7.14822 0.08628 0.38048
C -8.10085 -1.02283 1.19135
C -9.10855 -1.85918 0.19929
S -10.90130 -1.20075 0.23201
O -11.33559 -0.76657 1.68037
O -11.13979 -0.08513 -0.82946
O -11.93592 -2.51365 -0.21984
H 0.48023 3.15981 2.46559
H 0.77359 1.22934 2.96893
H -1.89302 1.25286 3.73705
H -1.90336 3.15285 0.98459
H -3.42243 2.29988 1.71526
H -1.10241 0.31597 0.76670
H -1.97319 2.50951 -1.37595
H -1.90931 0.63093 -1.97938
H 0.47643 2.39243 -1.79977
H 0.49549 1.67143 -0.04849
H 0.87528 0.19774 -2.97000
H 0.20241 -0.82968 -1.44663
H 2.42304 -0.83361 -0.38427
H 2.54016 1.09478 -0.55727
H 3.74405 1.07273 -2.62552
H 3.19197 -0.62849 -3.25199
H 5.83011 -0.25799 -2.28845
H 4.92805 -1.78430 -1.50279
H 4.44512 -0.23512 0.69997
H 5.09561 1.28383 -0.32381
H 7.32506 0.76351 0.54298
H 7.29701 -0.99606 -0.25216
H 7.55340 -0.50149 2.56035
H 5.65122 -0.39911 2.56528
H 6.86549 -3.00367 1.04849
H 7.18014 -2.87775 2.90374
H 4.94409 -4.22935 2.62290
H 4.53607 -2.48667 3.28246
H 4.75566 -4.88880 0.53392
H 3.92963 -3.76764 -0.73916
H 2.87360 -4.69177 0.59478
H -5.42367 -1.35321 0.98112
H -5.72172 -1.30449 -0.93313
H -7.67956 0.44191 -0.62025
H -7.00481 0.98892 1.11118
H -7.43330 -1.83372 1.74776
H -8.75491 -0.44158 1.97338
H -8.68848 -1.93680 -0.90670
H -9.20829 -2.98931 0.56948
H -12.89590 -2.19880 -0.07025
F 3.22790 3.62671 -2.05833
As 4.60406 4.33197 -3.01192
F 4.48592 2.95957 -4.19653
F 5.78469 3.37274 -2.01859
F 5.98025 5.03741 -3.96571
F 4.72208 5.70440 -1.82689
F 3.42382 5.29190 -4.00531
*
```

2.
# C21H40CaP2

A structure of composition C21H40CaP2 (ωB97M-V/def2-TZVPD, the Open Molecules 2025 dataset).

* energy: -2184.14680 Eh
* highest occupied orbital energy (alpha / beta): -5.73 / -5.73 eV
* energy relative to the best compared isomer or geometry (same formula, charge and spin): 25.7 kcal per mole
* Kohn-Sham gap (alpha / beta): 4.98 / 4.98 eV

Structure (ORCA input):
```
! RIJCOSX wB97M-V def2-TZVPD def2/J DEFGRID3
* xyz 0 1
P 0.33400 -1.58828 -2.53891
P 0.99763 1.62823 -2.55869
C 0.45171 -0.56052 -4.19152
C 1.24462 0.73621 -4.14377
H -0.59800 -0.43503 -4.53381
H 0.95202 -1.24832 -4.90138
H 2.32619 0.55669 -4.26155
H 0.97971 1.36051 -5.02418
C -0.45824 2.63232 -3.15824
H -0.78822 3.31209 -2.35366
H -1.28670 1.94723 -3.39667
H -0.23335 3.21498 -4.06744
C 2.30488 2.93809 -2.67565
H 2.15263 3.54151 -3.58905
H 3.30566 2.46307 -2.69657
H 2.20117 3.57139 -1.77008
C -0.54214 -2.89305 -3.50557
H -0.56444 -3.85566 -2.96063
H -0.00973 -2.98503 -4.48022
H -1.57783 -2.50669 -3.66999
C 2.08835 -2.08484 -2.30996
H 2.74941 -1.19031 -2.23220
H 2.37943 -2.67330 -3.20935
H 2.21231 -2.70082 -1.39692
Ca 2.49074 0.05457 0.77979
C -2.14159 1.48408 -0.68863
C -2.97914 1.07312 -1.64508
C -3.21645 -0.34499 -2.00215
C -3.31087 -1.37636 -0.81202
C -2.09729 -2.19340 -0.73372
C -0.73610 -1.66473 -0.87079
C -0.31883 -0.44659 0.04518
C -1.46955 0.55823 0.31240
C 2.00392 -2.19095 1.48945
H -1.78809 2.52743 -0.71306
H -3.44721 1.73319 -2.40299
H -2.39869 -0.60820 -2.68627
H -4.10473 -0.52971 -2.62852
H -3.67267 -0.93608 0.16485
H -4.09979 -2.13998 -1.01431
H -2.20718 -3.25210 -0.40220
H -0.17613 -2.53001 -0.46344
H 0.73268 -0.09146 -0.28679
H -0.26541 -0.86757 1.04744
H -2.23118 -0.09161 0.72898
H -1.15799 1.15617 1.18705
H 2.80555 -2.85355 1.86498
H 1.21209 -2.80929 1.00922
H 1.57978 -1.56259 2.30381
C 1.69385 0.40441 6.73374
C 0.84683 0.89800 5.54492
C -0.53724 0.26045 5.65483
C 0.59768 2.40267 5.64294
C 1.38432 0.64444 4.20992
C 1.78207 0.58600 3.04552
H 1.20817 0.73670 7.66094
H 2.70773 0.81412 6.74442
H 1.77445 -0.69041 6.78670
H -1.01745 0.54711 6.59638
H -1.16856 0.61237 4.83749
H -0.47336 -0.82745 5.60392
H 1.53118 2.96088 5.55965
H -0.07108 2.70411 4.83050
H 0.11442 2.66851 6.59103
*
```

3.
# C21H40Cl3DyN4O3SSi

A structure of composition C21H40Cl3DyN4O3SSi (ωB97M-V/def2-TZVPD, the Open Molecules 2025 dataset).

* energy: -4222.55490 Eh
* highest occupied orbital energy (alpha / beta): -7.94 / -7.93 eV
* energy relative to the best compared isomer or geometry (same formula, charge and spin): 0.0 kcal per mole
* Kohn-Sham gap (alpha / beta): 7.93 / 7.92 eV

Structure (ORCA input):
```
! RIJCOSX wB97M-V def2-TZVPD def2/J DEFGRID3
* xyz 0 6
C -0.40825 3.78292 0.51399
C -0.90464 3.09967 1.75056
H -0.89364 4.75246 0.36916
H -0.60342 3.14878 -0.36407
H 0.68047 3.95248 0.55145
C -1.94222 3.50668 2.49921
C -2.80356 4.69304 2.21675
H -2.16448 2.99151 3.43562
H -2.73947 5.01694 1.17503
H -2.55286 5.54920 2.85851
H -3.85217 4.45164 2.42710
Dy 0.34188 -0.74035 -0.12013
Cl 2.75333 0.03059 0.24124
Cl -0.07388 0.28773 -2.34939
H 2.81095 -5.88376 -1.64950
H 4.75345 -4.55421 -2.58794
C 2.12460 -5.10647 -2.00612
C 4.04562 -3.78511 -2.91676
N 2.84473 -3.83136 -2.09305
H 1.28179 -5.00515 -1.32065
C 2.37094 -2.74115 -1.52143
O 1.28000 -2.74338 -0.84827
H 4.49078 -2.79304 -2.80215
H 2.96252 -1.82039 -1.60772
H 1.76228 -5.40652 -2.99854
H 3.79961 -3.95933 -3.97255
H -2.43238 1.65807 -0.17151
H -3.86493 1.14604 2.18386
C -3.12738 0.89628 -0.55127
C -4.33616 0.38215 1.54764
N -3.42112 -0.06090 0.50590
H -2.67030 0.41329 -1.41595
C -2.75451 -1.21317 0.64167
O -1.85027 -1.59859 -0.14428
H -4.61217 -0.47854 2.16490
H -3.04118 -1.79832 1.53446
H -4.06739 1.38398 -0.82619
H -5.23082 0.81938 1.08828
O -0.49067 0.81592 1.16858
C -0.15718 1.80181 2.06733
C -1.47471 0.60976 3.86523
C -0.33805 1.33126 3.50704
H -2.20594 0.34778 3.09146
C -1.64734 0.19060 5.19136
H 0.91422 2.03697 1.94257
C 0.63797 1.62913 4.46309
H -2.51632 -0.42964 5.42750
C -0.73195 0.58648 6.17003
C 0.41487 1.29917 5.80521
H 1.52478 2.14951 4.10628
H -0.92290 0.33171 7.21525
H 1.13854 1.60953 6.55646
Si 1.11654 1.31461 -5.30642
Cl 0.37391 2.88823 -4.13521
C -0.22994 0.05583 -5.65770
C 2.71183 0.69044 -4.54078
C 1.51681 2.12173 -6.96791
H -0.73513 -0.29360 -4.74828
H 0.19328 -0.81818 -6.17372
H -0.98258 0.49950 -6.32486
H 0.59231 2.45786 -7.45383
H 2.02306 1.41674 -7.64223
H 2.16634 2.99359 -6.82410
H 2.59722 0.39129 -3.49108
H 3.47107 1.48352 -4.59112
H 3.09947 -0.16809 -5.10997
N 1.00783 -3.75643 3.97806
C 1.01082 -3.10712 2.79638
N 1.76926 -3.63788 1.82745
S 0.06924 -1.70784 2.60796
H 1.49726 -4.63046 4.10219
H 0.39721 -3.40572 4.70024
H 1.73160 -3.24098 0.88679
H 2.50154 -4.30013 2.05292
*
```

4.
# C21H40Cl3N2O4SiTm

A structure of composition C21H40Cl3N2O4SiTm (ωB97M-V/def2-TZVPD, the Open Molecules 2025 dataset).

* energy: -3990.00275 Eh
* highest occupied orbital energy (alpha / beta): -5.10 / -4.03 eV
* energy relative to the best compared isomer or geometry (same formula, charge and spin): 147.9 kcal per mole
* Kohn-Sham gap (alpha / beta): 5.66 / 4.08 eV

Structure (ORCA input):
```
! RIJCOSX wB97M-V def2-TZVPD def2/J DEFGRID3
* xyz 0 3
C -0.46289 -4.74654 -3.13288
C -0.07615 -3.31924 -3.51838
H -0.39610 -5.44869 -3.97006
H -1.49900 -4.71668 -2.76718
H 0.18642 -5.10509 -2.31959
C 0.05441 -2.96324 -4.86336
C -0.54688 -3.74320 -5.95034
H 0.59180 -2.06074 -5.13062
H -1.61511 -3.91083 -5.73758
H -0.10802 -4.73882 -6.13725
H -0.46749 -3.16673 -6.87588
Tm -1.19069 0.38220 1.15109
Cl 0.85484 -1.40034 1.20162
Cl -3.30433 0.55115 2.49251
H -1.31256 3.08035 5.63492
H 0.44371 1.38821 6.92365
C -1.71037 2.14653 5.21738
C -0.08779 0.61319 6.35871
N -0.63518 1.15317 5.12410
H -2.12321 2.31742 4.21676
C -0.08344 0.81466 3.96943
O -0.37605 1.40404 2.87977
H 0.61816 -0.18706 6.10812
H 0.63034 -0.02723 3.97447
H -2.48655 1.75641 5.88594
H -0.88319 0.21248 6.99343
H -3.26180 -1.32528 -2.06921
H -2.17363 0.04637 -4.77830
C -3.74532 -0.35257 -2.24125
C -2.81892 0.77497 -4.25889
N -2.77817 0.58615 -2.81036
H -4.12777 0.02726 -1.28349
C -1.89685 1.18541 -2.01694
O -1.96322 1.07421 -0.75857
H -2.48630 1.79475 -4.50808
H -1.12956 1.80305 -2.51558
H -4.55204 -0.46913 -2.96685
H -3.85321 0.61603 -4.58679
O -0.73576 -2.45399 -2.58182
C 0.67776 -2.46817 -2.39204
C 0.93622 -0.13557 -3.41567
C 1.39878 -1.21076 -2.61672
H -0.03814 -0.21181 -3.91071
C 1.74050 0.99283 -3.55786
H 1.01061 -3.05381 -1.51587
C 2.61989 -1.06588 -1.92012
H 1.42360 1.80165 -4.21263
C 2.94259 1.11433 -2.85893
C 3.38163 0.08058 -2.02933
H 2.95094 -1.90369 -1.29190
H 3.52743 2.03095 -2.92075
H 4.30352 0.16254 -1.44327
Si -2.33004 -3.75708 1.38895
Cl -2.15012 -1.80941 0.15849
C -4.08840 -3.61214 2.02607
C -0.98154 -3.53467 2.66509
C -2.00666 -5.39675 0.59790
H -4.36646 -2.57086 2.23967
H -4.24869 -4.20202 2.94423
H -4.76792 -4.00968 1.25494
H -2.68039 -5.60737 -0.24615
H -2.16003 -6.18869 1.35979
H -0.95589 -5.45714 0.26710
H -0.01326 -3.53516 2.15108
H -0.99307 -4.38664 3.36136
H -1.08337 -2.58772 3.21366
C 1.63902 2.19404 -0.02033
O 0.68964 1.12561 0.06762
H 1.18119 2.98768 -0.62034
H 2.54667 1.84465 -0.51927
H 1.85828 2.59213 0.97902
H 1.15088 0.26026 0.28659
*
```

Max |F| / eV Å⁻¹: 7.9; 4.5; 2.3; 3.5